The following is a quantum chemistry calculation of a structure of composition C37H32Cl2F12N6O4RuS at a distorted geometry, from OMol25.

```
95
Properties=species:S:1:pos:R:3:forces:R:3:lowdin_spin:R:1
Ru -1.0954 -0.6122 -0.0139 1.7 -0.1 -4.0 0.88
C -2.6038 3.8702 -4.0030 0.0 0.0 0.0 0.00
C -1.6785 2.8412 -3.4308 0.1 -0.2 0.0 0.00
C -0.5349 3.1810 -2.7222 -0.1 0.0 -0.2 0.00
C 0.2340 2.2124 -2.1155 -0.1 -0.6 0.1 0.00
C -0.1218 0.8487 -2.1667 -0.5 1.4 -1.1 0.00
N 0.5114 -0.0872 -1.3986 -2.7 -1.2 1.9 -0.01
C 1.8325 -0.1494 -1.1808 1.2 -0.2 0.5 0.00
C 2.7403 0.5560 -2.0135 -0.4 -0.1 0.0 0.01
C 4.0864 0.6130 -1.7501 0.2 -0.2 0.3 0.00
C 4.6232 -0.0502 -0.6518 -0.1 -0.1 0.1 0.01
C 6.0814 0.0050 -0.3010 -0.1 -0.1 0.0 0.00
C 3.7657 -0.8406 0.1034 0.3 0.4 -0.4 0.00
C 2.4077 -0.9465 -0.1520 -0.4 0.2 -0.2 0.01
C 1.6115 -1.9845 0.6637 0.8 0.3 0.6 0.00
O 0.3823 -2.3240 0.2910 -2.1 1.4 -0.7 -0.02
C 2.4522 -3.3180 0.6422 0.0 -0.6 -0.1 0.00
F 3.4710 -3.3887 1.5265 0.2 0.4 0.2 0.00
F 2.9962 -3.5665 -0.5526 -0.1 0.2 -0.3 0.00
F 1.6883 -4.3809 0.9201 -0.3 -0.1 0.1 0.00
C 1.5258 -1.4974 2.1624 -0.1 -0.1 0.4 0.00
F 1.6261 -2.4798 3.0715 -0.1 -0.3 0.0 0.00
F 0.3189 -0.9356 2.3697 0.1 0.3 0.2 0.00
F 2.4321 -0.5712 2.5405 0.2 0.2 0.0 0.00
C -1.2322 0.5013 -2.9872 0.4 -0.2 0.3 0.00
C -1.9842 1.4913 -3.5855 0.2 0.4 0.0 0.00
C -1.5528 -0.9787 -3.1754 0.2 0.2 -0.6 0.00
O -1.5631 -1.7179 -2.0632 1.3 0.5 2.1 0.00
C -0.4777 -1.5691 -4.1623 0.3 0.0 -0.4 0.00
F -0.5122 -1.0322 -5.4022 -0.1 0.2 -0.1 0.00
F -0.6272 -2.8909 -4.3296 -0.1 -0.2 0.1 0.00
F 0.7759 -1.3788 -3.7478 0.1 0.0 0.3 0.00
C -2.9309 -1.2220 -3.8792 -0.4 -0.3 -0.3 0.00
F -3.9556 -0.5819 -3.3205 0.0 0.3 0.3 0.00
F -3.2282 -2.5306 -3.8345 0.0 -0.2 0.0 0.00
F -2.9781 -0.8947 -5.1912 0.1 0.2 -0.2 0.00
H -2.1686 4.8659 -3.9450 0.0 0.1 0.0 0.00
H -3.5405 3.8665 -3.4428 -0.1 0.1 0.0 0.00
H -2.8381 3.6412 -5.0419 0.0 0.1 -0.1 0.00
H -0.2554 4.2211 -2.6147 0.0 0.1 0.0 0.00
H 1.0992 2.4921 -1.5318 0.0 0.0 0.0 0.00
H 2.3503 1.0424 -2.8956 0.0 0.1 0.0 0.00
H 4.7390 1.1752 -2.4044 0.0 0.1 -0.1 0.00
H 6.6065 0.7269 -0.9221 0.1 0.1 0.0 0.00
H 6.5464 -0.9734 -0.4367 0.1 0.0 0.0 0.00
H 6.2057 0.2865 0.7446 0.1 0.0 0.1 0.00
H 4.2038 -1.4009 0.9155 0.0 -0.1 0.1 0.00
H -2.8458 1.2451 -4.1833 -0.1 -0.1 0.0 0.00
Cl -4.6280 3.0384 1.0848 -0.2 0.4 -0.1 0.00
C -4.6496 1.3399 1.5589 0.2 -0.4 -0.2 0.00
Cl -4.7640 1.1882 3.3084 -0.2 0.0 0.3 0.00
C -3.3725 0.6467 1.0071 -0.8 0.2 0.5 0.00
O -3.0925 0.9262 -0.1618 1.3 -0.4 -0.6 0.00
O -2.7677 -0.1370 1.7604 0.9 -0.5 -0.2 0.03
H -5.5411 0.8866 1.1131 0.3 0.0 0.1 0.00
C -1.8670 -6.4407 -0.7019 0.2 0.2 0.1 0.00
C -1.2886 -5.0279 -0.6616 0.0 -0.3 0.1 0.00
N -2.3570 -4.0598 -0.8036 0.5 -0.3 0.0 0.00
C -2.7216 -3.0872 0.0277 -1.8 0.3 -0.2 0.01
S -3.7802 -1.9180 -0.6114 -0.5 0.0 0.6 0.10
N -2.4971 -3.0437 1.3499 0.5 -0.1 0.6 -0.01
C -2.3591 -4.1543 2.2651 0.2 -0.1 0.1 0.00
C -1.0371 -4.1437 3.0197 -0.2 -0.1 -0.2 0.00
H -1.0679 -7.1746 -0.6789 0.1 -0.2 0.0 0.00
H -2.4403 -6.5742 -1.6157 -0.1 -0.1 -0.1 0.00
H -2.5309 -6.6175 0.1424 -0.1 0.0 0.0 0.00
H -0.5899 -4.8878 -1.4908 0.0 0.1 0.1 0.00
H -0.7361 -4.8361 0.2551 0.0 0.0 0.0 0.00
H -2.6012 -3.8485 -1.7657 0.0 0.2 0.3 0.00
H -2.7670 -2.1565 1.7789 -0.1 -0.4 -0.4 0.00
H -2.4738 -5.0818 1.7048 -0.1 0.0 0.1 0.00
H -3.1886 -4.0900 2.9811 0.0 -0.1 -0.1 0.00
H -0.2033 -4.1997 2.3286 0.1 0.1 0.0 0.00
H -0.9925 -4.9979 3.6909 0.0 -0.1 0.2 0.00
H -0.9399 -3.2318 3.6019 0.0 0.1 0.1 0.00
N 4.6324 7.2114 5.6855 -0.1 -0.1 -0.1 0.00
C 3.9376 6.5559 5.0435 0.8 0.8 0.7 0.00
C 3.0820 5.7613 4.2629 -0.9 -0.9 -0.8 0.00
C 1.7779 6.1955 3.9827 0.5 -0.1 0.1 0.00
C 0.9389 5.4111 3.2250 -0.1 -0.4 -0.3 0.00
C 1.3758 4.1794 2.7240 0.6 0.4 0.4 0.00
C 2.6756 3.7456 3.0050 -0.4 -0.1 -0.2 0.00
C 3.5172 4.5245 3.7650 -0.1 0.5 0.3 0.00
N 0.5266 3.4068 1.9272 -0.1 -0.3 -0.2 0.00
C -0.4757 3.8716 1.1104 -0.5 -0.1 -0.4 0.00
C -1.0283 2.7792 0.5181 -0.2 0.7 0.0 0.00
N -0.4025 1.6497 0.9602 0.3 -0.9 0.2 0.01
C 0.5240 2.0544 1.7910 0.1 -0.3 0.1 0.00
H 1.4366 7.1469 4.3691 0.0 0.0 0.0 0.00
H -0.0687 5.7437 3.0250 -0.1 0.0 0.0 0.00
H 3.0267 2.8054 2.6080 0.0 -0.1 -0.1 0.00
H 4.5225 4.1906 3.9757 0.0 0.0 0.0 0.00
H -0.6907 4.9099 0.9843 0.0 0.3 0.0 0.00
H -1.8330 2.7385 -0.1880 -0.1 0.0 -0.1 0.00
H 1.1914 1.4219 2.3362 0.2 -0.2 0.1 0.00
```
Positions in Å, forces in eV/Å.

Properties
Expectation value of S² ... 0.771
HOMO energy (alpha / beta) ... -4.49 / -4.54 eV
Molecular weight ... 1056.7 g mol⁻¹
Kohn-Sham gap (alpha / beta) ... 5.8 / 5.8 eV
Total charge ... -1
E_LUMO (alpha / beta) ... 1.3 / 1.3 eV
DFT total energy ... -127093.367 eV
Spin multiplicity ... 2